[1]
This record from the OMol25 dataset describes a single C2H3NOS3 molecule at a distorted geometry. The level of theory is ωB97M-V/def2-TZVPD.

```
10
Properties=species:S:1:pos:R:3:forces:R:3:nbo_charge:R:1
C -0.142 -0.194 0.266 -1.0357 1.0621 -1.8563 -0.009
C 0.799 1.159 0.062 -1.3171 -1.4249 -2.8747 0.310
H -3.083 -0.805 -0.427 0.8834 -0.1927 -0.9477 0.113
H -0.798 0.801 -1.271 0.5159 5.1917 -2.8865 0.408
H 1.971 0.109 1.474 -0.0398 -1.0663 0.9613 0.155
N -0.932 -0.018 -0.894 -0.0745 -6.9101 5.4537 -0.721
O 0.445 1.788 -0.939 2.0190 1.1364 2.6092 -0.567
S -2.134 -1.016 -1.447 -1.4041 -0.4293 0.8595 0.213
S -0.147 -1.401 1.399 0.1824 1.4548 -1.1983 -0.036
S 2.339 1.162 0.800 0.2707 1.1783 -0.1201 0.135
```
Positions in Å, forces in eV/Å.

Output
* SMILES string: O=C(S)C(=S)NS
* 2S+1: 1
* HOMO level: -9.23 eV
* E_LUMO: -0.965 eV

=====

[2]
This record from the OMol25 dataset describes a single C2H3NP2 molecule at a distorted geometry. The level of theory is ωB97M-V/def2-TZVPD.

```
8
Properties=species:S:1:pos:R:3:forces:R:3:nbo_charge:R:1
C -0.184 -1.200 1.093 0.3580 0.3075 -1.0499 -0.518
C 1.049 1.008 -0.816 2.6010 1.3187 -1.8578 -0.449
N 1.686 -0.023 -0.604 0.5247 -0.2105 0.1504 -0.211
P -0.466 1.739 -0.511 -2.2549 -0.1258 0.8873 0.349
P -1.185 -0.135 0.270 -1.2812 1.0971 0.6758 0.377
H 0.721 -1.110 0.385 -0.4455 -0.7273 0.9427 0.190
H 1.544 1.789 -1.517 0.0272 -1.0316 0.4078 0.248
H -2.401 0.313 0.897 0.4708 -0.6282 -0.1563 0.015
```
Positions in Å, forces in eV/Å.

Output
* 2S+1: 1
* HOMO level (alpha / beta): -8.83 / -8.76 eV
* E_LUMO (alpha / beta): -1.150 / -2.595 eV

=====

[3]
This record from the OMol25 dataset describes 2 unconnected molecules or ions with the total composition C2H3NP2 at a distorted geometry. The level of theory is ωB97M-V/def2-TZVPD.

```
8
Properties=species:S:1:pos:R:3:forces:R:3:nbo_charge:R:1
C -1.483 -2.481 -3.034 -1.4854 2.2706 -2.0670 0.072
C -1.206 1.947 0.662 1.1977 -3.6198 -0.6064 -0.815
N -0.912 -3.276 -2.509 2.2689 -3.2985 2.6339 -0.292
P -0.278 0.822 -0.144 -0.2190 1.4589 0.2141 0.444
P -1.161 0.527 1.828 -0.2435 0.4965 0.7581 0.212
H -1.888 -1.827 -3.727 -0.7817 1.0409 -0.5592 0.220
H -1.813 2.765 0.734 -1.0257 2.1997 -0.3408 0.223
H -0.275 1.219 2.719 0.2887 -0.5484 -0.0326 -0.064
```
Positions in Å, forces in eV/Å.

Output
* SMILES string: C1=P#[PH]1.C#N
* 2S+1: 1
* HOMO level: -8.66 eV
* E_LUMO: -0.282 eV

=====

[4]
This record from the OMol25 dataset describes a single C2H3NS molecule at a distorted geometry. The level of theory is ωB97M-V/def2-TZVPD.

```
7
Properties=species:S:1:pos:R:3:forces:R:3:nbo_charge:R:1
C 1.390 0.369 0.928 1.2522 0.2415 0.0952 -0.123
C 0.147 -0.118 0.348 1.2228 -1.0115 -0.8843 -0.773
N 3.054 -1.105 0.278 -0.2235 0.2293 0.2962 -0.685
S 2.447 -0.810 1.623 -0.1413 0.1258 -0.4756 0.846
H -0.262 -0.837 0.978 -1.3479 -1.3408 1.2546 0.212
H 0.291 -0.668 -0.591 0.4335 0.1476 0.0328 0.286
H -0.520 0.640 0.111 -1.1959 1.6082 -0.3189 0.238
```
Positions in Å, forces in eV/Å.

Output
* SMILES string: CC#S#N
* 2S+1: 1
* HOMO level (alpha / beta): -8.67 / -8.67 eV
* E_LUMO (alpha / beta): -0.873 / -0.880 eV

=====

[5]
This record from the OMol25 dataset describes a molecular structure, C2H3NS2 at a distorted geometry. The level of theory is ωB97M-V/def2-TZVPD.

```
8
Properties=species:S:1:pos:R:3:forces:R:3:nbo_charge:R:1
C -0.074 -1.176 0.085 -0.6716 0.2878 2.4100 -0.690
C 0.518 1.196 -0.281 -3.7259 3.4509 2.4282 -0.160
H -0.213 -0.613 1.400 0.7327 -2.2332 -4.0084 0.238
H 0.055 -2.367 0.063 -0.5218 2.8928 -0.0382 0.262
H 0.823 2.291 0.404 -0.0611 -3.5774 -2.7715 0.265
N -0.809 1.150 -0.307 2.0950 1.8280 0.0864 -0.620
S 1.363 -0.256 -0.704 -0.7130 -1.1443 1.1536 0.261
S -1.663 -0.226 -0.660 2.8658 -1.5045 0.7400 0.444
```
Positions in Å, forces in eV/Å.

Output
* 2S+1: 1
* HOMO level: -8.58 eV
* E_LUMO: 0.245 eV

=====

[6]
This record from the OMol25 dataset describes a single C2H3NS3 molecule at a distorted geometry. The level of theory is ωB97M-V/def2-TZVPD.

```
9
Properties=species:S:1:pos:R:3:forces:R:3:nbo_charge:R:1
C -0.435 -0.299 0.605 0.8750 0.7253 0.6087 -0.002
C 0.170 -0.073 -0.787 0.9210 0.4473 -0.3939 -0.335
H -0.276 0.425 2.511 -0.0389 0.3472 -0.5997 0.405
H 0.114 1.592 1.265 0.3343 -0.0323 -0.0344 0.415
H 0.641 -0.561 -2.968 -0.4085 -0.8093 0.8139 0.154
N 0.025 0.632 1.557 -1.3621 -2.0371 -0.7254 -0.780
S -1.381 -1.607 0.921 0.5169 0.5917 -0.0844 -0.013
S 0.070 -1.384 -2.002 -0.0048 1.4236 0.2717 0.128
S 1.072 1.277 -1.100 -0.8329 -0.6564 0.1435 0.027
```
Positions in Å, forces in eV/Å.

Output
* SMILES string: NC(=S)C(=S)S
* 2S+1: 1
* HOMO level: -8.84 eV
* E_LUMO: -1.639 eV

=====

[7]
This record from the OMol25 dataset describes 2 unconnected molecules or ions with the total composition C2H3NS3 at a distorted geometry. The level of theory is ωB97M-V/def2-TZVPD.

```
9
Properties=species:S:1:pos:R:3:forces:R:3:nbo_charge:R:1
C 2.027 -1.412 -1.255 2.0150 0.7845 2.3243 0.083
C -1.478 0.668 0.522 -1.1479 0.4113 -1.0633 -0.487
N 2.614 -0.985 -0.303 -3.2471 -2.6553 -5.3162 -0.429
S -0.956 -0.685 -0.133 0.1919 -1.0196 0.0036 0.047
S 3.163 -0.426 0.998 1.2513 1.3246 2.5831 0.090
S -3.170 1.087 0.428 -0.1645 2.2191 1.2136 0.086
H 1.823 -2.144 -2.028 0.0455 0.5384 0.3706 0.254
H -0.789 1.429 0.760 0.5895 0.9410 0.8503 0.210
H -3.233 2.467 1.010 0.4664 -2.5440 -0.9660 0.146
```
Positions in Å, forces in eV/Å.

Output
* SMILES string: C#[N+][S-].S=CS
* 2S+1: 1
* HOMO level: -8.52 eV
* E_LUMO: -0.449 eV

=====

[8]
This record from the OMol25 dataset describes a single C2H3NS4 molecule at a distorted geometry. The level of theory is ωB97M-V/def2-TZVPD.

```
10
Properties=species:S:1:pos:R:3:forces:R:3:nbo_charge:R:1
C -0.727 0.300 -0.168 1.5779 1.1540 0.0613 -0.139
C -0.148 -0.867 -0.124 0.1472 -0.5526 0.3176 -0.416
N 1.128 1.730 0.145 -2.0090 -0.3721 -0.2393 -0.873
S 1.599 -1.117 0.233 0.1250 0.4451 -0.1167 0.078
S 2.233 0.751 -0.443 0.5015 -0.8513 -0.1655 0.455
S -2.072 1.119 -0.729 -0.1928 0.0041 -0.0681 0.174
S -0.995 -2.438 -0.128 -0.1169 0.5247 0.0108 0.088
H 1.022 1.720 1.150 0.0590 -0.2399 0.2529 0.355
H -2.153 1.975 0.301 -0.1441 0.0077 0.0288 0.138
H 0.114 -3.173 -0.237 0.0523 -0.1197 -0.0818 0.139
```
Positions in Å, forces in eV/Å.

Output
* 2S+1: 1
* HOMO level (alpha / beta): -8.17 / -7.93 eV
* E_LUMO (alpha / beta): -0.912 / -1.022 eV

=====

[9]
This record from the OMol25 dataset describes a gas-phase ion, C2H3O2 (charge +1) at a distorted geometry. The level of theory is ωB97M-V/def2-TZVPD.

```
7
Properties=species:S:1:pos:R:3:forces:R:3:nbo_charge:R:1
C 1.033 -0.480 -0.064 0.5860 0.0409 -0.3935 0.392
C -1.096 0.581 0.150 -1.4449 -0.4070 -1.0337 0.618
O -1.755 -0.236 -0.341 -5.6420 1.1571 -2.4129 -0.347
O -0.071 -0.270 0.456 6.8770 -1.1508 3.4589 -0.342
H 1.510 -1.446 0.134 -0.2289 0.2280 0.2344 0.231
H 1.522 0.216 -0.755 -0.3525 0.0812 0.0841 0.210
H -1.142 1.635 0.419 0.2053 0.0506 0.0626 0.239
```
Positions in Å, forces in eV/Å.

Output
* charge: +1
* 2S+1: 1
* HOMO level: -17.41 eV
* E_LUMO: -7.034 eV

=====

[10]
This record from the OMol25 dataset describes a single C2H3O2P molecule at a distorted geometry. The level of theory is ωB97M-V/def2-TZVPD.

```
8
Properties=species:S:1:pos:R:3:forces:R:3:nbo_charge:R:1
C -1.823 -1.582 0.463 4.8253 4.5702 0.9672 -0.041
C -0.887 -0.765 0.504 -4.9249 -5.6165 2.4049 -0.531
O 1.438 0.311 0.252 3.4718 -0.5437 -0.3771 -0.995
O -0.117 1.824 1.278 -1.2040 0.3863 1.0275 -1.050
P -0.042 0.614 0.471 -0.4838 4.7741 -4.1456 2.013
H -2.010 -2.431 -0.007 -2.1224 -3.5737 -1.4540 0.215
H 1.986 1.133 0.378 -0.8012 -1.1566 -0.0614 0.536
H -0.643 0.636 -0.976 1.2393 1.1598 1.6383 -0.148
```
Positions in Å, forces in eV/Å.

Output
* SMILES string: C#C[P@@H](=O)O
* 2S+1: 1
* HOMO level: -10.28 eV
* E_LUMO: -0.444 eV

=====

[11]
This record from the OMol25 dataset describes 2 unconnected molecules or ions with the total composition C2H3O2P at a distorted geometry. The level of theory is ωB97M-V/def2-TZVPD.

```
8
Properties=species:S:1:pos:R:3:forces:R:3:nbo_charge:R:1
C -0.850 -0.708 1.206 0.0794 -2.9041 0.7288 -0.454
C 0.117 -0.930 0.368 -1.7650 3.6149 -0.0623 0.216
O 1.286 2.300 -2.274 0.7671 1.4798 -1.7476 -1.035
O 0.448 1.126 -0.479 -1.1104 -3.6750 3.0781 -0.959
P 1.048 0.927 -1.872 0.1302 -0.4358 -0.1723 1.459
H -1.467 -1.428 1.847 1.3918 -0.1011 -1.3814 0.272
H -1.172 0.186 1.598 -0.1353 2.7085 -0.0016 0.270
H 0.589 -1.473 -0.394 0.6421 -0.6872 -0.4417 0.230
```
Positions in Å, forces in eV/Å.

Output
* 2S+1: 1
* HOMO level (alpha / beta): -9.50 / -9.50 eV
* E_LUMO (alpha / beta): -1.725 / -1.724 eV

=====

[12]
This record from the OMol25 dataset describes a single C2H3O2P molecule at a distorted geometry. The level of theory is ωB97M-V/def2-TZVPD.

```
8
Properties=species:S:1:pos:R:3:forces:R:3:nbo_charge:R:1
C -0.362 0.588 0.999 1.3245 2.5885 -2.1387 0.152
C 0.419 -0.710 -1.177 -3.0850 0.0309 1.7558 0.313
O -0.556 0.223 2.089 -0.1679 -0.9323 2.9013 -0.504
O 0.673 -1.846 -0.981 0.5097 0.1426 -0.5559 -0.465
P -1.392 0.119 -0.442 0.8169 -1.8439 -1.0302 0.251
H 0.482 1.466 0.791 -1.5032 -1.7559 0.0753 0.100
H 0.997 0.102 -1.571 1.0086 0.3049 -0.6669 0.137
H -2.047 -1.160 0.051 1.0964 1.4653 -0.3406 0.016
```
Positions in Å, forces in eV/Å.

Output
* SMILES string: O=CPC=O
* 2S+1: 1
* HOMO level: -9.52 eV
* E_LUMO: 0.003 eV

=====

| no. | DFT total energy (a.u.) |
| --- | --- |
| 1 | -1402.50228 |
| 2 | -815.20937 |
| 3 | -815.35209 |
| 4 | -530.72362 |
| 5 | -928.99287 |
| 6 | -1327.30127 |
| 7 | -1327.20134 |
| 8 | -1725.37335 |
| 9 | -228.06558 |
| 10 | -569.74610 |
| 11 | -569.71449 |
| 12 | -569.75027 |